Computed, not measured: a molecular structure, C16H20BrMnN2O2 at a distorted geometry, with the ωB97M-V functional and the def2-TZVPD basis.

HOMO level (alpha / beta) = -11.44 / -11.46 eV
Total energy = -4606.4290 a.u.
⟨S²⟩ = 1.112
2S+1 = 2
F_max = 2.627 eV/A
Total charge = +1

Last column: Löwdin spin population.
CARTESIAN COORDINATES (ANGSTROEM)
1 Mn -0.86327 -0.83327 0.64284  1.0118
2 C -1.86739 -2.98639 -0.14395  -0.0142
3 C -2.27549 -1.94193 -1.01758  0.0134
4 C -3.07581 -1.03707 -0.26959  -0.0222
5 C -3.16394 -1.53077 1.05999  -0.0155
6 C -2.42978 -2.74070 1.12883  0.0055
7 H -1.34158 -3.87641 -0.44900  -0.0009
8 H -2.16218 -1.95010 -2.09145  0.0017
9 H -3.68019 -0.24093 -0.67874  -0.0017
10 H -3.80736 -1.13701 1.83199  -0.0006
11 H -2.38096 -3.40280 1.97862  0.0007
12 O 4.73717 -3.48982 2.05820  0.0000
13 C 3.60925 -3.01285 1.55414  -0.0002
14 C 3.33160 -2.91691 0.18540  -0.0001
15 C 2.11238 -2.41516 -0.22029  0.0000
16 N 1.18135 -1.98303 0.63072  -0.0015
17 C 1.47560 -2.04811 1.92828  0.0009
18 Br 0.13550 -1.30536 3.08708  0.0104
19 C 2.63434 -2.55951 2.45393  -0.0001
20 H 5.36401 -3.77041 1.37775  0.0000
21 H 4.05730 -3.23406 -0.54706  0.0000
22 H 1.85953 -2.34162 -1.26883  0.0001
23 H 2.80507 -2.60832 3.51634  0.0001
24 O 0.29868 0.94974 0.39705  0.0093
25 C 0.69179 1.80900 -0.39569  0.0010
26 C 1.23243 3.12689 0.04313  -0.0004
27 C -0.04053 4.02120 0.06847  -0.0003
28 C -1.02234 3.91032 -1.11668  0.0001
29 C -1.76884 2.56707 -1.25835  0.0001
30 C -0.96360 1.51753 -2.05253  0.0011
31 N 0.44792 1.70488 -1.72998  0.0004
32 H 1.96516 3.51475 -0.66348  0.0002
33 H 1.66668 3.08479 1.04094  0.0000
34 H 0.29632 5.05780 0.12860  -0.0001
35 H -0.58963 3.79589 0.98433  0.0000
36 H -0.52162 4.15483 -2.05672  0.0000
37 H -1.77122 4.68713 -0.95118  0.0000
38 H -2.72695 2.72759 -1.75234  0.0000
39 H -1.97389 2.17269 -0.25515  0.0000
40 H -1.08956 1.63116 -3.12943  0.0002
41 H -1.26479 0.49972 -1.75937  0.0009
42 H 0.87884 2.42954 -2.28922  0.0000